No. 1
The following is a DFT calculation (ωB97M-V/def2-TZVPD) of a single C3H9NO2 molecule.

Last column: Löwdin charge in e.
CARTESIAN COORDINATES (ANGSTROEM)
C (-0.344, -0.526, -0.173)  -0.3604
C (-1.216, 0.529, 0.248)  -0.0899
C (1.075, 0.686, -0.067)  -0.1879
N (2.142, 0.137, 0.702)  -0.0285
O (-0.525, -0.961, -1.463)  -0.0029
O (-2.598, -0.470, 0.453)  -0.1793
H (0.056, -1.711, -1.634)  0.1065
H (-2.935, -0.704, -0.423)  0.0253
H (-0.147, -1.310, 0.559)  0.1423
H (2.681, -0.594, 0.262)  0.0727
H (2.162, 0.371, 1.684)  0.0712
H (-1.486, 1.258, -0.513)  0.1255
H (-1.097, 0.856, 1.273)  0.1181
H (0.903, 1.723, 0.217)  0.0963
H (1.331, 0.716, -1.125)  0.0912

Computed properties:
frontier orbital gap: 8.48 eV
total energy: -8839.001 eV
total charge: 0
energy relative to the best compared isomer or geometry (same formula, charge and spin): 91.2 kcal per mole
highest occupied orbital energy: -7.78 eV

No. 2
The following is a DFT calculation (ωB97M-V/def2-TZVPD) of a molecular structure, C3H4IN.

Last column: Löwdin spin population.
CARTESIAN COORDINATES (ANGSTROEM)
C (-1.514, 1.161, -1.507)  0.0080
C (-0.470, 0.582, -1.656)  0.0093
C (1.182, -0.254, 1.541)  0.0538
N (-0.025, -0.520, 1.168)  0.7429
I (-0.268, -2.394, 0.248)  1.1435
H (-2.292, 1.768, -1.145)  0.0001
H (0.086, -0.146, -2.314)  0.0002
H (1.364, 0.746, 1.936)  0.0210
H (1.937, -0.941, 1.728)  0.0212

Computed properties:
frontier orbital gap (alpha / beta): 7.04 / 6.47 eV
total energy: -12759.273 eV
total charge: 0
energy relative to the best compared isomer or geometry (same formula, charge and spin): 59.3 kcal per mole
highest occupied orbital energy (alpha / beta): -6.41 / -9.36 eV
2S+1: 3

No. 3
The following is a DFT calculation (ωB97M-V/def2-TZVPD) of a single C6H12 molecule.

Last column: Löwdin charge in e.
CARTESIAN COORDINATES (ANGSTROEM)
C (2.155, 0.084, 0.992)  -0.1713
C (1.218, 0.865, 0.146)  -0.0283
C (-0.119, 1.035, 0.772)  -0.2887
C (-1.291, 0.848, -0.205)  -0.2353
C (-1.486, -0.621, -0.592)  -0.2591
C (-0.256, -1.224, -1.290)  -0.1115
H (1.723, -0.513, 1.814)  0.0692
H (2.808, 0.856, 1.433)  0.0932
H (2.827, -0.528, 0.382)  0.0724
H (0.400, -0.436, -1.683)  0.0598
H (-0.091, 2.103, 1.059)  0.1307
H (-0.302, 0.452, 1.695)  0.1065
H (-2.209, 1.233, 0.255)  0.1054
H (-1.096, 1.443, -1.106)  0.1126
H (-1.726, -1.201, 0.310)  0.1037
H (-2.365, -0.697, -1.242)  0.1003
H (0.347, -1.835, -0.609)  0.0708
H (-0.536, -1.864, -2.132)  0.0698

Computed properties:
frontier orbital gap: 8.54 eV
total energy: -6413.106 eV
total charge: 0
energy relative to the best compared isomer or geometry (same formula, charge and spin): 88.4 kcal per mole
highest occupied orbital energy: -8.10 eV

No. 4
The following is a DFT calculation (ωB97M-V/def2-TZVPD) of a molecular structure, C10H24FNO10PS2.

Last column: Löwdin charge in e.
CARTESIAN COORDINATES (ANGSTROEM)
O (3.676, 0.161, -3.520)  -0.1991
P (3.668, -1.251, -3.797)  0.3923
O (3.883, -1.552, -5.320)  -0.0662
O (4.721, -2.021, -2.951)  -0.0610
C (1.994, -1.955, -3.381)  -0.4982
S (1.988, -3.793, -3.110)  0.6232
O (2.023, -4.052, -1.732)  -0.2110
O (0.912, -4.311, -3.811)  -0.1744
F (3.323, -4.226, -3.723)  -0.1027
C (1.366, -1.161, -2.290)  -0.1793
O (-0.046, -1.458, -2.413)  -0.1828
S (-0.314, -1.295, -4.000)  0.6106
O (-1.296, -2.211, -4.308)  -0.1517
O (-0.402, 0.034, -4.396)  -0.1687
O (1.186, -1.779, -4.520)  -0.1748
H (3.262, -0.953, -5.794)  0.1255
H (5.371, -2.512, -3.493)  0.1267
H (1.465, -0.134, -2.648)  0.1235
H (1.806, -1.228, -1.307)  0.1540
C (-0.670, 0.335, 0.023)  -0.0519
C (-1.735, 0.973, 0.889)  -0.1480
N (-1.910, 0.354, 2.259)  -0.2650
C (-2.316, -1.082, 2.072)  0.0153
C (-3.086, 1.004, 2.961)  -0.1520
C (-2.963, 2.473, 3.332)  -0.0425
C (-0.648, 0.316, 3.102)  -0.0645
C (0.126, 1.600, 3.343)  -0.1956
O (0.592, 2.147, 2.132)  -0.2031
C (0.764, 3.564, 2.143)  -0.0596
H (-0.911, -0.694, -0.236)  0.0721
H (-0.605, 0.891, -0.911)  0.1035
H (0.315, 0.358, 0.483)  0.0811
H (-2.706, 0.881, 0.401)  0.1407
H (-1.540, 2.030, 1.023)  0.1099
H (-3.194, -1.111, 1.432)  0.1207
H (-2.544, -1.503, 3.047)  0.1147
H (-1.498, -1.632, 1.621)  0.1053
H (-3.274, 0.413, 3.857)  0.1345
H (-3.929, 0.870, 2.286)  0.1328
H (-2.440, 2.609, 4.275)  0.0787
H (-3.964, 2.872, 3.487)  0.0974
H (-2.488, 3.081, 2.566)  0.0786
H (0.008, -0.398, 2.609)  0.1351
H (-0.952, -0.105, 4.061)  0.1471
H (0.991, 1.326, 3.960)  0.1459
H (-0.448, 2.325, 3.915)  0.1021
H (0.802, 3.967, 3.155)  0.0953
H (-0.057, 4.035, 1.594)  0.0884
H (1.694, 3.799, 1.632)  0.0970

Computed properties:
frontier orbital gap: 11.02 eV
total energy: -66394.424 eV
total charge: +1
highest occupied orbital energy: -13.43 eV

No. 5
The following is a DFT calculation (ωB97M-V/def2-TZVPD) of 13 unconnected molecules or ions with the total composition C24H74N4O24.

Last column: Löwdin charge in e.
CARTESIAN COORDINATES (ANGSTROEM)
C (-1.259, 4.018, -3.243)  -0.5052
O (-1.123, 2.766, -2.994)  -0.0443
N (-0.180, 4.729, -3.772)  0.1453
N (-2.265, 4.860, -2.803)  0.1601
H (0.705, 4.293, -3.475)  0.0803
H (-0.158, 5.729, -3.805)  0.0895
H (-2.414, 5.660, -3.393)  0.1042
H (-3.101, 4.349, -2.466)  0.0715
C (-0.366, -1.198, 4.248)  -0.7085
O (0.680, -0.645, 4.059)  0.0320
N (-1.261, -0.611, 5.059)  0.1913
N (-0.695, -2.422, 3.791)  0.2024
H (-2.174, -0.998, 5.241)  0.1110
H (-1.020, 0.212, 5.562)  0.0840
H (-1.526, -2.965, 3.884)  0.1046
H (0.004, -2.851, 3.170)  0.0845
C (-0.725, -0.025, -4.320)  -0.2202
C (-1.961, -0.130, -3.566)  -0.2769
O (-1.739, -0.989, -2.486)  -0.0917
O (0.261, 0.530, -3.461)  -0.0897
H (-0.919, 0.472, -5.215)  0.1060
H (-0.359, -1.057, -4.558)  0.1453
H (-2.763, -0.655, -4.166)  0.1413
H (-2.406, 0.846, -3.284)  0.1093
H (-2.518, -1.139, -1.873)  0.0853
H (-0.064, 1.400, -3.209)  0.0264
C (2.553, 2.322, 2.733)  -0.2380
C (2.934, 1.505, 3.911)  -0.2203
O (3.721, 2.368, 4.806)  -0.0876
O (3.725, 2.618, 1.947)  -0.0946
H (2.203, 3.343, 2.986)  0.1348
H (1.861, 1.897, 2.000)  0.1026
H (3.440, 0.561, 3.650)  0.1174
H (2.030, 1.221, 4.457)  0.0860
H (4.490, 2.707, 4.247)  0.1115
H (4.044, 1.796, 1.550)  0.0438
C (-2.405, 3.167, 3.926)  -0.1782
C (-1.284, 3.493, 4.864)  -0.1827
O (-0.376, 2.369, 5.120)  -0.0724
O (-1.948, 3.197, 2.535)  -0.1027
H (-3.196, 3.843, 3.928)  0.1018
H (-2.872, 2.226, 4.161)  0.1143
H (-1.736, 3.681, 5.830)  0.1182
H (-0.772, 4.360, 4.466)  0.1240
H (0.354, 2.381, 4.495)  0.0488
H (-1.412, 2.424, 2.293)  0.0194
C (3.956, -1.327, 1.427)  -0.2112
C (2.437, -1.303, 0.999)  -0.2017
O (1.693, -2.132, 1.849)  -0.0868
O (4.674, -0.170, 1.173)  -0.0546
H (4.514, -2.154, 1.032)  0.1095
H (3.852, -1.444, 2.484)  0.1060
H (2.303, -1.741, -0.007)  0.1134
H (2.038, -0.262, 0.877)  0.1030
H (1.765, -1.798, 2.732)  0.0465
H (4.952, -0.141, 0.275)  0.0428
C (5.638, -1.623, -2.209)  -0.1955
C (5.115, -3.074, -2.382)  -0.2532
O (4.858, -3.704, -1.155)  -0.0720
O (4.694, -0.818, -1.529)  -0.1034
H (5.765, -1.208, -3.216)  0.1209
H (6.584, -1.597, -1.635)  0.1328
H (5.874, -3.665, -2.899)  0.1199
H (4.221, -3.055, -2.996)  0.1103
H (4.093, -3.158, -0.810)  0.0752
H (3.979, -0.516, -2.087)  0.0265
C (-5.846, 2.915, -3.436)  -0.1884
C (-5.502, 2.722, -1.934)  -0.2029
O (-4.076, 2.762, -1.984)  -0.1499
O (-5.363, 4.223, -3.865)  -0.0786
H (-6.868, 2.922, -3.620)  0.0877
H (-5.344, 2.092, -4.012)  0.1301
H (-5.792, 1.761, -1.491)  0.1152
H (-5.885, 3.510, -1.313)  0.1132
H (-3.796, 2.583, -1.038)  0.0584
H (-4.456, 4.280, -3.519)  0.0308
C (-0.843, 0.709, 0.672)  -0.1784
C (-1.410, 1.933, -0.048)  -0.1625
O (-2.814, 2.242, 0.243)  -0.0914
O (-0.747, 0.913, 2.088)  -0.0754
H (0.174, 0.516, 0.188)  0.1215
H (-1.440, -0.226, 0.481)  0.1238
H (-1.241, 1.741, -1.135)  0.1062
H (-0.822, 2.786, 0.273)  0.1261
H (-2.781, 2.705, 1.097)  0.0583
H (-0.253, 0.248, 2.526)  0.0315
C (0.866, -3.900, -2.267)  -0.2201
C (-0.568, -4.073, -1.821)  -0.1686
O (-0.883, -3.253, -0.625)  -0.0998
O (1.048, -4.834, -3.358)  -0.0428
H (1.565, -4.177, -1.436)  0.1111
H (1.034, -2.828, -2.500)  0.1221
H (-0.913, -5.058, -1.555)  0.1239
H (-1.104, -3.645, -2.643)  0.1041
H (-0.788, -2.360, -0.947)  0.0426
H (1.821, -5.329, -3.244)  0.0511
C (1.664, -5.594, 1.908)  -0.2698
C (0.218, -5.940, 1.823)  -0.2551
O (-0.660, -4.847, 1.887)  -0.0729
O (2.194, -4.811, 0.861)  -0.0676
H (2.208, -6.556, 1.833)  0.1263
H (1.890, -5.195, 2.900)  0.1241
H (-0.044, -6.464, 2.768)  0.1332
H (0.072, -6.513, 0.859)  0.1370
H (-0.552, -4.277, 1.137)  0.0307
H (2.258, -3.929, 1.262)  0.0469
C (2.695, 1.546, -1.782)  -0.2059
C (3.314, 2.865, -2.207)  -0.2008
O (2.661, 3.399, -3.361)  -0.0929
O (2.895, 0.562, -2.783)  -0.0988
H (1.622, 1.637, -1.681)  0.1043
H (3.205, 1.114, -0.844)  0.1297
H (4.343, 2.677, -2.385)  0.1131
H (3.179, 3.672, -1.546)  0.1122
H (2.727, 2.729, -4.104)  0.1230
H (2.029, 0.468, -3.233)  0.0686
C (-4.542, -1.717, 0.362)  -0.2410
C (-4.845, -0.476, 1.189)  -0.2326
O (-4.292, -0.413, 2.504)  -0.0636
O (-3.343, -1.780, -0.307)  -0.0666
H (-5.289, -1.577, -0.421)  0.1181
H (-4.739, -2.640, 0.886)  0.1283
H (-5.906, -0.320, 1.217)  0.1116
H (-4.590, 0.356, 0.545)  0.0964
H (-3.410, 0.025, 2.460)  0.0791
H (-2.944, -2.644, -0.279)  0.0744

Computed properties:
frontier orbital gap: 10.33 eV
total energy: -81185.742 eV
total charge: 0
energy relative to the best compared isomer or geometry (same formula, charge and spin): 22.6 kcal per mole
highest occupied orbital energy: -9.85 eV